C25H19N5O12Ti as an isolated structure, computed with wB97M-V/def2-TZVPD.

Calculated values
HOMO level (spin up / spin down) = -0.186 / -0.221 hartree
Energy above the lowest of the compared OMol25 structures with the same formula, charge and spin = 0.0 kJ/mol
E = -2990.41961 a.u.
2S+1 = 2
Strongest force on any atom = 0.00652 Eh/bohr
Gap between HOMO and LUMO (spin up / spin down) = 6.867 / 7.772 eV
Charge = -1

Positions of all 62 atoms, in Å:
Ti (0.04959, 0.17083, 0.42615)
O (2.81768, 1.87828, 0.80966)
C (2.33674, 2.74872, 1.81674)
C (1.39062, 2.07195, 2.80195)
N (0.06166, 1.72540, 2.26745)
C (-0.70628, 1.01240, 3.29930)
C (-0.32863, -0.45957, 3.27937)
O (-0.27433, -1.12120, 4.29890)
O (-0.08407, -0.90669, 2.08611)
C (-0.64199, 2.91045, 1.76461)
C (-0.31033, 3.12649, 0.29601)
O (-0.40759, 4.22038, -0.22481)
O (0.08414, 2.04269, -0.31059)
H (2.17862, 1.89173, 0.08109)
H (1.87318, 3.63979, 1.38345)
H (3.20791, 3.08833, 2.38183)
H (1.27039, 2.74512, 3.66600)
H (1.85501, 1.15135, 3.16575)
H (-1.76450, 1.07467, 3.04555)
H (-0.54692, 1.42310, 4.30063)
H (-0.40957, 3.81803, 2.33040)
H (-1.71548, 2.73397, 1.81990)
O (-1.50073, -2.91535, -1.89660)
C (-1.49534, -1.90280, -1.21526)
O (-0.41000, -1.32485, -0.81206)
C (-2.82602, -1.27469, -0.84066)
C (-3.94234, -1.84911, -1.40664)
C (-5.21321, -1.34080, -1.17330)
C (-5.39710, -0.24170, -0.36061)
C (-4.29523, 0.32096, 0.23897)
C (-2.95591, -0.14312, 0.02935)
O (-1.97344, 0.45752, 0.57708)
N (-4.56172, 1.45648, 1.11594)
O (-5.48673, 2.19312, 0.81673)
O (-3.88188, 1.60124, 2.11600)
N (-6.37370, -1.96628, -1.78962)
O (-6.19280, -2.92609, -2.51753)
O (-7.47577, -1.50122, -1.54174)
H (-3.79878, -2.70829, -2.04589)
H (-6.38023, 0.16740, -0.18480)
C (1.79080, 0.97084, -3.99482)
C (1.26662, 1.20106, -2.71321)
N (1.56363, 0.44720, -1.67856)
C (2.41166, -0.58216, -1.85016)
C (3.00587, -0.87925, -3.08229)
C (2.65931, -0.07069, -4.17697)
C (3.94073, -1.96260, -3.17768)
C (4.27252, -2.67560, -2.08420)
C (3.68593, -2.39015, -0.80429)
C (4.03276, -3.10327, 0.35287)
C (3.42811, -2.77296, 1.53287)
C (2.45342, -1.76815, 1.54498)
N (2.09352, -1.08509, 0.47464)
C (2.72927, -1.37103, -0.68365)
H (1.50204, 1.61904, -4.81035)
H (0.58638, 2.02037, -2.51600)
H (3.08893, -0.27977, -5.14976)
H (4.37856, -2.18443, -4.14329)
H (4.98789, -3.48685, -2.14494)
H (4.76730, -3.89763, 0.29457)
H (3.65869, -3.28546, 2.45640)
H (1.92118, -1.55203, 2.45900)